1.
Here is a molecular structure, F20NO4P3RbS2 at a distorted geometry from OMol25. Energies are from ωB97M-V with the def2-TZVPD basis set.

```
! RIJCOSX wB97M-V def2-TZVPD def2/J DEFGRID3
* xyz -3 1
Rb 0.84716 0.26958 0.36685
P 0.06646 3.63018 1.70676
F -0.51978 3.02888 0.31558
F -0.70122 2.42039 2.45680
F 1.38406 2.66417 1.54287
F 0.60001 4.09742 3.17309
F 0.83030 4.82262 0.96255
F -1.24210 4.56356 1.91178
P 0.50159 -2.00308 3.31914
F 1.10694 -3.43687 3.81847
F -0.62801 -2.81832 2.49906
F -0.44110 -1.95941 4.63658
F -0.17543 -0.63390 2.79026
F 1.69870 -1.25052 4.11053
F 1.49827 -2.02514 2.02388
P 2.66621 -2.06156 -2.23633
F 3.38988 -0.62506 -2.04650
F 1.23166 -1.30675 -2.10970
F 2.56924 -1.87423 -3.84362
F 1.94839 -3.51562 -2.35705
F 4.11465 -2.78098 -2.42471
F 2.73666 -2.33148 -0.63236
N -3.18013 1.16679 -2.22341
S -3.46639 -0.27680 -1.65898
O -2.53351 -0.70287 -0.66599
O -4.06048 -1.21454 -2.55831
F -4.74575 0.11278 -0.71960
S -1.66957 0.91169 -2.80454
O -1.47483 -0.22608 -3.62628
O -0.66799 1.25205 -1.86014
F -1.68390 2.10312 -3.86668
*
```

Computed properties:
molar mass: 700.49 g/mol
E_HOMO: -0.0873 hartree
relative energy (zero: lowest compared OMol25 entry of this formula, charge and spin): 0.0 kJ/mol
HOMO-LUMO gap: 8.537 eV
strongest force on any atom: 3.60 eV/Å
LUMO level: 0.226 Eh

***

2.
Here is a molecular structure, F24P4Zr at a distorted geometry from OMol25. Energies are from ωB97M-V with the def2-TZVPD basis set.

```
! RIJCOSX wB97M-V def2-TZVPD def2/J DEFGRID3
* xyz 0 1
Zr -0.01042 -0.00571 -0.12026
P -0.36658 -0.87231 2.72511
F 0.58175 0.29620 2.06103
F -1.04769 0.07415 3.80084
F -1.33967 -0.31722 1.56779
F -1.48734 -2.07162 3.01823
F 0.22764 -1.61491 1.40292
F 0.79754 -1.33196 3.71674
P 0.05018 2.93577 -0.19978
F -1.27533 3.82521 -0.50378
F -0.79314 1.83896 0.65932
F -0.31331 1.80662 -1.34720
F 1.17878 1.83887 0.06255
F 1.03472 3.71521 -1.23643
F 0.59246 3.72292 1.15507
P 2.70211 -1.00705 -0.95778
F 3.64235 -2.04081 -0.05056
F 2.09878 -0.36856 0.35638
F 3.88617 0.04091 -1.07635
F 1.60593 -0.01749 -1.65394
F 3.10008 -1.76192 -2.36147
F 1.26614 -1.73895 -0.88741
P -2.40684 -1.03204 -1.48434
F -0.88870 -0.54666 -1.91970
F -2.21260 -2.41707 -2.31307
F -1.48004 -1.65258 -0.33045
F -3.87123 -1.45437 -0.82778
F -2.26019 0.29513 -0.56364
F -3.01164 -0.13860 -2.69200
*
```

Computed properties:
molar mass: 671.07 g/mol
E_HOMO: -0.5451 hartree
relative energy (zero: lowest compared OMol25 entry of this formula, charge and spin): 255.9 kJ/mol
HOMO-LUMO gap: 13.252 eV
strongest force on any atom: 6.71 eV/Å
LUMO level: -0.058 Eh

***

3.
Here is a molecular structure, F2FeH28O16P at a distorted geometry from OMol25. Energies are from ωB97M-V with the def2-TZVPD basis set.

```
! RIJCOSX wB97M-V def2-TZVPD def2/J DEFGRID3
* xyz 2 6
Fe 0.59702 -2.34496 0.03640
O -0.01498 -0.63296 -0.04060
P -0.11198 0.46304 1.19540
O 0.12902 -1.04696 1.22740
F -1.41398 0.87004 0.38340
F 0.86502 1.30904 0.27340
O 2.54002 0.24304 -1.38060
H 1.94402 0.77004 -0.82660
H 2.85302 0.80904 -2.03760
O -2.97898 -0.76096 -0.68160
H -2.50998 0.00704 -0.44260
H -3.83298 -0.59696 -1.07760
O -2.54498 2.15904 -1.78260
H -2.65298 2.18404 -0.81160
H -2.02498 1.38704 -2.02460
O 0.93702 -1.78996 4.10240
H 0.95902 -1.22096 4.87640
H 0.01602 -1.91096 3.85840
O 3.60102 2.08804 1.46040
H 3.18502 2.59304 0.71840
H 2.89302 1.89304 2.02940
O -0.70298 0.04904 -2.34760
H -0.28198 0.92804 -2.49160
H -0.36098 -0.11696 -1.41260
O -0.02798 -3.53496 1.73440
H 0.29402 -4.36096 2.08340
H -0.90398 -3.50796 2.13840
O -2.75198 -0.90696 2.10840
H -3.14398 -0.79796 1.25040
H -3.34498 -0.29696 2.57640
O 1.32002 -2.12596 -1.95760
H 0.89502 -2.32696 -2.77860
H 1.62002 -1.22696 -2.09960
O 0.74102 2.36404 -2.35660
H 0.24302 3.08804 -2.00960
H 0.89602 2.63104 -3.27260
O -3.14598 2.80504 0.77340
H -2.55698 2.69204 1.51140
H -3.20498 3.75504 0.82840
O 2.73102 3.20704 -0.70360
H 3.32902 3.49904 -1.38660
H 1.97202 2.88904 -1.21760
O -1.20798 -3.01296 -0.76060
H -1.82398 -3.75996 -0.60460
H -1.87098 -2.33496 -0.93460
O 2.60602 -2.08596 0.63940
H 3.41502 -2.34696 0.17740
H 2.83402 -1.63496 1.45740
*
```

Computed properties:
molar mass: 409.02 g/mol
E_HOMO (spin up / spin down): -0.5664 / -0.5663 hartree
relative energy (zero: lowest compared OMol25 entry of this formula, charge and spin): 0.0 kJ/mol
HOMO-LUMO gap (spin up / spin down): 8.700 / 4.946 eV
strongest force on any atom: 11.29 eV/Å
LUMO level (spin up / spin down): -0.247 / -0.385 Eh

***

4.
Here is a molecular structure, F2H10HfO5 at a distorted geometry from OMol25. Energies are from ωB97M-V with the def2-TZVPD basis set.

```
! RIJCOSX wB97M-V def2-TZVPD def2/J DEFGRID3
* xyz 2 1
Hf 0.95070 -0.03677 -2.58046
F 0.19304 0.63647 -0.39822
F -0.03806 2.13636 -2.98054
O -2.19021 -1.66349 -0.16413
H -1.73195 -0.97320 0.31518
H -2.37933 -1.27701 -1.01918
O -1.54785 0.30124 1.68459
H -0.78268 0.68960 1.26041
H -2.19675 1.00475 1.69968
O 0.26542 3.46467 0.25555
H 0.01345 3.59367 1.16994
H 0.51380 2.54176 0.20297
O 2.50258 -1.42303 0.61572
H 2.09390 -0.58865 0.84600
H 2.78936 -1.78882 1.45248
O 0.59455 -2.04133 -1.13182
H -0.23880 -2.40751 -0.83572
H 1.18888 -2.16865 -0.39237
*
```

Computed properties:
molar mass: 306.56 g/mol
E_HOMO: -0.6494 hartree
relative energy (zero: lowest compared OMol25 entry of this formula, charge and spin): 455.6 kJ/mol
HOMO-LUMO gap: 3.113 eV
strongest force on any atom: 9.55 eV/Å
LUMO level: -0.535 Eh

***

5.
Here is F2H2N2O2S in the gas phase at a distorted geometry from OMol25. Energies are from ωB97M-V with the def2-TZVPD basis set.

```
! RIJCOSX wB97M-V def2-TZVPD def2/J DEFGRID3
* xyz 0 1
N 1.36967 0.01295 0.07093
N -1.08355 0.60141 0.55710
O -0.24298 -0.76290 -1.64644
O -0.22078 -1.80330 0.61015
F -0.98613 1.66483 -0.27004
F -2.41424 0.16429 0.52239
S -0.05139 -0.68115 -0.23036
H 1.70528 0.33037 0.92252
H 1.92411 0.47351 -0.53626
*
```

Computed properties:
molar mass: 132.09 g/mol
E_HOMO: -0.4144 hartree
relative energy (zero: lowest compared OMol25 entry of this formula, charge and spin): 31.3 kJ/mol
HOMO-LUMO gap: 11.605 eV
strongest force on any atom: 4.16 eV/Å
LUMO level: 0.012 Eh

***

6.
Here is 2 unconnected molecules or ions with the total composition F2H2NOP at a distorted geometry from OMol25. Energies are from ωB97M-V with the def2-TZVPD basis set.

```
! RIJCOSX wB97M-V def2-TZVPD def2/J DEFGRID3
* xyz 0 1
N -1.37676 -0.57618 1.08448
O -0.08241 1.47897 -1.72210
F 1.33210 -0.09996 2.03326
F 0.58916 -2.41137 1.51025
P -0.01458 -0.91227 1.52562
H -0.50491 1.97218 -2.45158
H 0.05739 0.54863 -1.97992
*
```

Computed properties:
molar mass: 100.99 g/mol
E_HOMO: -0.4095 hartree
relative energy (zero: lowest compared OMol25 entry of this formula, charge and spin): 466.9 kJ/mol
HOMO-LUMO gap: 9.630 eV
strongest force on any atom: 3.05 eV/Å
LUMO level: -0.056 Eh